1.
Here is 2 unconnected molecules or ions with the total composition C5H8ClNO2 from the Open Molecules 2025 dataset. Energies are from ωB97M-V/def2-TZVPD.

Each line ends with the Löwdin charge.
Atoms and positions in Å:
C 1.9922 -0.0555 0.4557  -0.0635
C 2.4969 -1.3260 1.0756  -0.1598
C 2.0955 -1.0700 -0.3457  -0.0637
C -1.6913 0.7359 -1.6801  -0.0763
C -1.6766 -0.0359 -0.4125  -0.6914
N -1.4775 0.5022 0.7455  -0.3706
O -1.4213 -0.0144 1.8574  -0.0372
O -1.3037 1.9017 0.7057  0.0505
Cl -1.8840 -1.7415 -0.4257  0.7386
H -1.1923 2.1719 1.6338  0.1270
H 1.7628 0.9633 0.6436  0.0802
H 3.5486 -1.4179 1.3274  0.0698
H 1.8459 -1.9021 1.7214  0.0711
H 1.9894 -1.5112 -1.3054  0.0812
H -1.7416 0.0523 -2.5203  0.0709
H -0.7908 1.3439 -1.7626  0.0849
H -2.5523 1.4033 -1.7137  0.0882

Energy relative to the best compared isomer or geometry (same formula, charge and spin): 6.159 eV
Frontier orbital gap: 9.53 eV
HOMO energy: -8.84 eV
SMILES string: C/C(Cl)=[N+](/[O-])O.C1=CC1


2.
Here is a single C5H8ClNO3S molecule from the Open Molecules 2025 dataset. Energies are from ωB97M-V/def2-TZVPD.

Each line ends with the Löwdin charge.
Atoms and positions in Å:
C 1.1556 -0.1356 -1.2732  0.0941
C -1.1132 -2.3882 -0.9472  -0.3191
C 0.0801 -0.1894 -0.4812  -0.3707
C -0.3086 -1.8272 1.2605  -0.0312
C -0.5181 1.0015 0.0937  -0.2285
N -0.5205 -1.4552 -0.1293  -0.1025
O -1.4780 -3.4753 -0.5863  0.0343
O -0.8080 3.3524 1.0653  -0.3485
O 0.7351 3.1068 -0.8407  -0.2244
S 0.1426 2.4578 0.4885  0.4834
Cl 1.8926 2.6799 1.6691  0.2885
H 1.6063 -1.0176 -1.6880  0.0711
H 1.6061 0.8126 -1.5072  0.0539
H -1.1837 -2.0244 -1.9860  0.1411
H -0.4784 -2.8997 1.3436  0.0861
H 0.7155 -1.5969 1.5562  0.0989
H -1.0005 -1.3072 1.9239  0.0895
H -1.3163 0.8434 0.8007  0.0900
H 0.7913 4.0625 -0.7622  0.0938

Energy relative to the best compared isomer or geometry (same formula, charge and spin): 1.035 eV
Frontier orbital gap (spin up / spin down): 7.92 / 7.92 eV
HOMO energy (spin up / spin down): -8.76 / -8.76 eV
SMILES string: C=C(C=[S@](=O)(O)Cl)N(C)C=O


3.
Here is a molecular structure, C5H8ErLiO3 from the Open Molecules 2025 dataset. Energies are from ωB97M-V/def2-TZVPD.

Each line ends with the Löwdin charge.
Atoms and positions in Å:
C 1.1522 -1.2365 -2.3282  -0.0542
C 1.9613 -2.2055 -2.8129  0.2980
H 0.1074 -1.2603 -2.6696  0.1216
H 1.1967 0.0908 -2.5273  0.2123
H 2.9465 -2.4483 -2.3957  0.0939
Li 2.4532 -1.0465 0.6047  0.8949
O -0.7787 0.4720 0.3495  0.0286
Er -1.5405 3.1661 -1.7656  1.8565
O 0.0195 1.1801 -1.5510  -0.0991
C 0.1536 0.4312 -0.5479  -0.6542
O 0.9407 -0.5982 -0.5982  -0.0783
C -0.5248 0.6765 1.7575  -0.1768
C -1.7919 0.3208 2.4914  -0.0297
H 0.2886 -0.0033 2.0520  0.1284
H -0.2886 1.7411 1.9085  0.1420
H -2.0048 -0.7495 2.3818  0.1073
H -1.6573 0.5646 3.5527  0.1145
H -2.6332 0.9047 2.0982  0.0944

Energy relative to the best compared isomer or geometry (same formula, charge and spin): 3.725 eV
Spin multiplicity: 5
Frontier orbital gap (spin up / spin down): 6.36 / 7.15 eV
Charge: +3
HOMO energy (spin up / spin down): -18.97 / -19.88 eV


4.
Here is 2 unconnected molecules or ions with the total composition C5H8F2N3 from the Open Molecules 2025 dataset. Energies are from ωB97M-V/def2-TZVPD.

Each line ends with the Löwdin charge.
Atoms and positions in Å:
C -2.2287 0.1321 0.3143  -0.1931
C 1.0241 -0.2124 -2.2253  -0.3894
C 1.6135 0.7884 0.0479  -0.3292
C -2.2459 -0.1430 1.7369  -0.0569
C 2.0304 0.1717 1.3350  0.0339
N -2.1867 0.0183 -0.8295  0.1588
N -0.2082 -0.4688 -2.5370  0.2611
N 1.4994 0.2052 -1.0716  0.2852
F 1.8227 -0.4720 -3.2079  0.2093
F 1.0462 1.9605 0.1263  0.1699
H -2.8645 0.6083 2.2679  0.0992
H -1.1637 -0.3722 2.1379  0.1162
H -2.9106 -0.9588 2.0525  0.0974
H 2.8931 0.6536 1.8018  0.1018
H 2.0939 -0.9329 1.2480  0.1081
H 1.1442 0.3618 2.1269  0.1397
H -0.3487 -1.0035 -3.4044  0.1694
H -1.0106 -0.3362 -1.9197  0.0187

Energy relative to the best compared isomer or geometry (same formula, charge and spin): 0.436 eV
Frontier orbital gap: 11.18 eV
Charge: +1
HOMO energy: -15.40 eV


The calculation returns the following energy values, one per record and in order: -23416.0921 -36301.8915 -39246.6359 -15212.0393 eV.